[1]
Here is 3 unconnected molecules or ions with the total composition C12H40B2N6O5P2 from OMol25. Energies are from the ωB97M-V functional and the def2-TZVPD basis.

Results
LUMO level (eV): -1.0
Molar mass (Da): 432.06
Frontier orbital gap (eV): 6.53
E_HOMO (eV): -7.577

The geometry in XYZ format:
```
67
Properties=species:S:1:pos:R:3:forces:R:3
C -5.366 2.015 -0.705 0.0778 0.2444 0.0028
N -4.318 1.050 -0.460 -1.4546 0.0518 -0.3736
C -4.698 -0.276 -0.936 0.4993 -0.2681 0.4106
P -2.672 1.276 -0.077 -3.8459 5.5115 -1.7329
O -2.202 1.293 -1.544 1.8666 -2.8601 1.4493
N -2.122 2.872 0.277 1.4382 1.0017 0.0919
C -2.924 4.079 0.226 -0.5472 -0.0937 0.5092
C -0.807 3.191 -0.289 0.0308 -0.4267 -0.3323
N -3.148 1.162 1.658 2.5285 -2.6164 1.3740
C -2.766 -0.118 2.247 0.2478 0.0328 0.1574
C -4.376 1.610 2.275 -0.7193 -0.0961 -0.8084
H -6.285 1.694 -0.199 -0.0288 -0.0924 -0.0975
H -5.582 2.133 -1.772 -0.0499 0.0124 -0.0737
H -5.149 3.001 -0.304 0.1967 -0.0260 -0.0106
H -5.120 -0.872 -0.118 -0.1545 -0.1112 -0.0589
H -3.835 -0.818 -1.332 -0.0429 0.0279 0.0154
H -5.432 -0.230 -1.744 0.0391 0.1853 0.0388
H -3.409 4.217 -0.747 -0.0459 0.0959 -0.0747
H -2.314 4.966 0.415 0.2222 -0.2343 -0.0694
H -3.673 4.105 1.019 -0.1789 -0.1071 -0.1485
H -0.875 3.514 -1.337 0.1185 -0.0570 -0.0096
H -0.145 2.323 -0.239 -0.1301 0.1126 -0.1165
H -0.319 3.981 0.288 -0.2482 0.0457 0.1185
H -3.478 -0.908 1.979 0.0686 -0.1712 0.1329
H -2.705 -0.054 3.338 -0.1155 0.0409 -0.0270
H -1.777 -0.422 1.889 -0.0350 -0.0294 -0.0512
H -5.199 0.895 2.143 -0.0910 0.0058 0.0081
H -4.714 2.579 1.919 0.0783 -0.0296 -0.2012
H -4.210 1.734 3.349 0.3171 -0.1816 -0.0695
C 2.744 -0.975 -2.734 0.2244 -0.0519 -0.0951
N 2.674 -0.533 -1.359 -0.6580 -0.0532 -1.1261
C 1.303 -0.223 -0.972 0.2608 0.3280 0.5304
P 3.807 -0.671 -0.092 1.2976 -3.2658 -6.0113
O 3.277 -2.019 0.434 -0.4463 2.4511 2.8408
N 5.389 -1.255 -0.449 1.3253 -0.6390 0.6004
C 5.858 -1.702 -1.746 -0.0856 0.5809 -0.4759
C 5.927 -2.175 0.560 -0.4755 -0.0671 0.3393
N 4.396 0.979 -0.501 -0.1686 1.6168 3.7229
C 3.957 1.974 0.483 0.2319 -0.0504 0.0641
C 4.462 1.601 -1.805 -0.8114 -0.4837 -0.5083
H 2.346 -0.192 -3.390 -0.1336 -0.0507 0.0249
H 2.172 -1.894 -2.905 -0.0549 -0.0612 -0.0393
H 3.758 -1.151 -3.081 0.0954 -0.0346 0.1895
H 1.103 0.847 -1.083 -0.2075 -0.0122 -0.1352
H 1.119 -0.491 0.074 0.0226 -0.0077 -0.0077
H 0.570 -0.774 -1.566 0.1334 0.0025 -0.0959
H 5.226 -2.490 -2.169 0.0142 -0.0940 -0.0927
H 6.875 -2.100 -1.682 -0.1064 0.0084 0.3175
H 5.946 -0.878 -2.455 -0.2534 -0.0083 -0.1015
H 5.580 -3.205 0.407 0.0125 0.0098 0.1237
H 5.635 -1.859 1.566 -0.0452 -0.1522 -0.1502
H 7.020 -2.169 0.544 -0.0281 0.1418 -0.2534
H 2.917 2.279 0.307 -0.0181 0.1819 0.0758
H 4.592 2.865 0.459 -0.0450 -0.0241 -0.1015
H 4.019 1.562 1.496 -0.0214 -0.0317 -0.0310
H 3.496 2.014 -2.124 -0.0391 0.0063 -0.0783
H 4.817 0.936 -2.586 -0.0733 -0.2206 0.0798
H 5.182 2.424 -1.771 -0.0183 -0.0612 0.3582
B -2.012 -4.816 3.577 1.3089 0.5520 -0.7190
O -1.383 -4.019 2.570 -2.3281 -1.4453 -0.3672
B -1.869 -4.276 1.271 0.2604 0.8541 -1.0113
O -2.216 -5.559 0.759 0.8327 1.2338 1.1658
O -1.994 -3.172 0.356 1.0776 -1.5049 0.9911
H -1.596 -5.908 3.774 0.0165 -0.1460 -0.0353
H -2.888 -4.370 4.238 -0.1061 0.2695 -0.0447
H -1.494 -5.779 0.148 -0.5662 -0.1511 -0.1135
H -1.098 -2.818 0.229 -0.4659 0.4123 0.1167
```
Forces are in eV/Å.

[2]
Here is a molecular structure, C12H40B4CaO3 from OMol25. Energies are from the ωB97M-V functional and the def2-TZVPD basis.

Results
LUMO level (eV): 4.4
Relative energy (zero: lowest compared OMol25 entry of this formula, charge and spin) (kcal per mole): 0.0
Molar mass (Da): 315.77
Frontier orbital gap (eV): 6.77
Total charge: -2
E_HOMO (eV): -2.320

The geometry in XYZ format:
```
60
Properties=species:S:1:pos:R:3:forces:R:3
Ca 2.051 -1.242 -0.112 1.1438 -0.6014 -0.4125
B 1.993 -3.197 -1.952 0.2441 -1.3250 -1.0020
H 2.925 -3.100 -2.715 -0.0465 0.2172 -0.1553
H 1.325 -2.224 -1.887 -0.8998 0.6639 -0.6401
H 1.356 -4.183 -2.322 -0.4400 -0.0473 0.2023
H 2.427 -3.371 -0.865 0.3191 -0.4814 0.8293
B 4.068 -0.618 -1.510 0.6720 0.7018 -0.6356
H 4.835 -0.230 -2.373 0.0901 0.0450 -0.0779
H 4.227 -1.739 -1.201 0.3477 -0.6486 0.2034
H 4.062 0.086 -0.554 0.3879 0.6068 0.7773
H 2.954 -0.531 -1.880 -0.8594 0.3181 -1.1467
B 0.695 0.756 0.214 -1.4556 1.0620 0.1522
H 0.705 0.039 1.144 0.0465 -0.2970 1.3068
H 0.438 0.010 -0.654 -0.7109 -0.3187 -1.2172
H -0.201 1.568 0.311 -0.0032 0.1012 -0.0092
H 1.740 1.226 -0.018 0.9610 0.4516 -0.0329
B 3.500 -2.030 1.704 1.0584 -1.1103 1.2974
H 3.517 -0.884 1.469 0.3719 1.1318 0.2192
H 4.009 -2.346 2.766 -0.1047 0.2144 0.2627
H 2.379 -2.372 1.664 -1.0749 -0.5275 0.6170
H 4.059 -2.647 0.858 0.2566 -0.1283 -0.5058
C -2.130 1.684 -3.719 -0.2744 0.1199 0.0850
C -1.353 0.934 -2.647 0.3789 -0.5320 -0.0224
C -2.462 0.680 -1.639 -0.0504 0.1044 0.1221
O -3.344 1.828 -1.711 -0.2366 -0.2399 -0.2169
C -2.949 2.608 -2.834 0.4453 0.5035 0.3706
H -2.798 0.972 -4.216 0.0011 0.1240 -0.1623
H -1.562 2.234 -4.468 0.1891 -0.1149 0.0632
H -0.518 1.492 -2.222 -0.2404 0.2816 0.0901
H -0.899 -0.004 -2.971 -0.1393 -0.0101 -0.1474
H -2.118 0.571 -0.613 0.1540 0.0609 -0.0258
H -3.026 -0.218 -1.920 -0.0719 0.0563 0.0186
H -2.306 3.415 -2.447 0.0636 0.0163 -0.2326
H -3.800 3.107 -3.307 -0.2336 -0.3714 0.0313
C -1.014 3.863 1.632 1.2929 -0.3781 0.2557
C -1.525 5.159 2.295 -0.1020 -0.5914 -0.0062
C -1.077 5.019 3.754 0.4138 -0.2875 0.0732
O -0.979 3.628 3.978 -0.2851 -0.1955 0.0843
C -0.359 3.090 2.790 -0.5638 0.2087 0.7256
H -0.207 4.007 0.914 -0.3047 0.3007 -0.2761
H -1.770 3.256 1.144 -0.1684 0.1208 0.0651
H -2.615 5.135 2.279 -0.0148 0.4314 -0.2273
H -1.101 6.021 1.784 -0.3157 0.2711 0.1417
H -1.759 5.407 4.511 -0.1124 0.1626 -0.1688
H -0.090 5.484 3.916 -0.0414 0.0561 -0.0865
H -0.542 2.022 2.748 0.0782 -0.0368 0.0494
H 0.710 3.272 2.938 0.1092 -0.0428 -0.6237
C -0.802 -4.752 0.740 0.5915 0.3780 0.1799
C -1.881 -3.798 0.218 -0.3795 -0.6632 0.0462
C -1.164 -2.454 0.070 0.0926 -0.0543 0.0042
O 0.158 -2.640 0.563 -0.2161 0.0002 0.0738
C 0.206 -3.794 1.388 -0.2738 -0.1715 -0.4265
H -0.263 -5.236 -0.076 -0.1937 -0.0814 -0.0801
H -1.149 -5.498 1.457 -0.1621 -0.0412 -0.1154
H -2.718 -3.788 0.922 0.0568 0.3425 0.0453
H -2.294 -4.141 -0.732 0.0716 0.0365 -0.0375
H -1.646 -1.652 0.637 -0.0486 0.0323 -0.0884
H -1.071 -2.176 -0.980 -0.0001 0.1727 0.0436
H -0.057 -3.501 2.411 0.0707 -0.2135 0.0725
H 1.210 -4.204 1.325 0.1150 0.2168 0.2702
```
Forces are in eV/Å.

[3]
Here is 7 unconnected molecules or ions with the total composition C12H40N10O7 from OMol25. Energies are from the ωB97M-V functional and the def2-TZVPD basis.

Results
LUMO level (eV): 0.1
Relative energy (zero: lowest compared OMol25 entry of this formula, charge and spin) (kcal per mole): 6.6
Molar mass (Da): 436.51
Frontier orbital gap (eV): 8.99
E_HOMO (eV): -8.926

The geometry in XYZ format:
```
69
Properties=species:S:1:pos:R:3:forces:R:3
C -15.247 -9.988 20.021 -0.8298 0.0258 -0.0716
O -15.310 -10.113 18.623 0.3340 0.0873 -0.3202
C -16.624 -10.009 18.103 0.1195 -0.5851 0.1433
C -16.612 -10.327 16.612 0.4358 1.0390 0.1625
C -15.735 -9.330 15.872 -0.1659 0.1655 -0.7257
N -18.000 -10.224 16.109 0.7570 -0.6807 0.4676
H -14.217 -10.150 20.329 0.0096 -0.1227 0.0407
H -15.944 -10.693 20.486 0.3111 -0.2648 0.2020
H -15.593 -9.005 20.372 0.1781 0.2183 -0.1774
H -17.262 -10.743 18.609 -0.1746 0.1139 0.1616
H -17.012 -9.002 18.280 -0.1901 0.0723 -0.0926
H -16.143 -11.305 16.464 -0.2840 -0.1946 0.0883
H -14.676 -9.578 15.908 -0.0244 0.0197 0.2160
H -15.881 -8.297 16.193 -0.0240 -0.0677 0.2224
H -16.033 -9.349 14.818 0.2058 -0.0083 -0.0562
H -17.947 -10.203 15.097 -0.2007 -0.0625 -0.0244
H -18.421 -11.114 16.366 -0.4648 0.2381 -0.1978
C -8.148 -6.866 23.721 0.7131 0.5759 -1.3020
O -8.078 -8.217 24.086 0.1775 -0.7588 -0.2875
C -9.310 -8.907 23.871 -0.6496 0.6820 0.5917
C -9.233 -10.430 23.926 1.1965 0.4420 1.2769
C -8.287 -10.971 22.887 -0.1650 0.4375 -0.9253
N -10.571 -11.046 23.885 0.3146 0.4359 0.0875
H -7.547 -6.205 24.346 -0.3802 -0.3152 0.7463
H -9.164 -6.494 23.577 -0.1294 0.0225 0.4782
H -7.651 -6.697 22.754 -0.2091 -0.3589 -0.2355
H -9.919 -8.487 24.684 -0.6834 -0.5621 -0.1110
H -9.799 -8.632 22.927 0.3031 0.0956 -0.2306
H -8.796 -10.691 24.903 0.1853 0.3079 0.0441
H -8.681 -10.696 21.901 -0.2096 -0.6392 -0.0688
H -8.155 -12.043 23.019 -0.0237 -0.0237 -0.3354
H -7.313 -10.479 22.865 0.0268 -0.0595 0.6507
H -11.110 -10.560 24.603 -0.2065 -0.0962 -0.0404
H -10.409 -11.955 24.312 -0.3829 -0.1897 -0.3127
N -14.551 -10.635 28.042 0.0227 -0.2819 0.4109
C -15.583 -10.468 27.176 -1.3994 1.1689 -0.6172
N -15.130 -9.827 26.055 0.2534 -0.2278 -0.3026
O -16.788 -10.703 27.302 1.1796 -0.4573 0.5506
H -14.642 -10.997 28.971 -0.3162 -0.0366 -0.0613
H -13.707 -10.157 27.771 0.1548 -0.4580 0.3356
H -15.782 -9.468 25.390 -0.2058 0.0047 0.1010
H -14.163 -9.578 25.946 -0.0093 0.0307 -0.1865
N -17.563 -11.402 23.984 0.6607 -0.3641 -0.9063
C -17.569 -12.219 22.880 -0.4574 0.0497 -0.2867
N -16.310 -12.694 22.565 -1.0586 0.3615 0.3431
O -18.584 -12.491 22.247 0.4245 -0.2126 0.3750
H -18.414 -11.039 24.361 0.0476 0.1628 0.0515
H -16.641 -11.109 24.251 -0.2686 0.1962 0.8738
H -15.515 -12.159 22.892 0.2218 -0.6259 -0.3515
H -16.295 -13.397 21.851 0.3444 0.1893 -0.1945
N -12.735 -7.459 22.681 -0.4796 -0.3736 0.4456
C -13.759 -7.666 23.553 0.0620 1.2520 1.5193
N -15.000 -7.580 23.018 -0.3200 -0.2048 -0.4779
O -13.578 -7.769 24.775 0.0882 -0.5863 -1.0369
H -11.814 -7.608 23.053 0.1273 0.2353 -0.3552
H -12.954 -7.214 21.737 0.5392 -0.1617 -0.3009
H -15.819 -7.842 23.533 0.1312 0.1647 0.2906
H -15.145 -7.179 22.111 -0.0434 -0.1895 -0.1699
N -10.248 -9.685 27.744 0.2928 0.1767 0.2280
C -11.344 -9.340 27.024 -0.2023 -0.3679 -0.3719
N -11.545 -8.001 26.874 -0.8901 -0.6167 -0.3067
O -12.083 -10.223 26.555 0.4159 0.9905 -0.0527
H -9.863 -10.603 27.621 -0.1292 -0.0719 0.1856
H -9.721 -8.982 28.226 0.2578 -0.0851 -0.0448
H -12.314 -7.725 26.252 0.4139 -0.0297 0.2366
H -10.828 -7.352 27.126 0.0542 0.1839 -0.0166
O -14.084 -11.107 23.326 0.3046 0.2765 0.0233
H -13.362 -11.347 23.922 -0.1094 0.0419 -0.0065
H -13.701 -10.449 22.734 0.0228 -0.1233 0.0112
```
Forces are in eV/Å.

[4]
Here is 7 unconnected molecules or ions with the total composition C12H40N2O9 from OMol25. Energies are from the ωB97M-V functional and the def2-TZVPD basis.

Results
LUMO level (eV): 0.6
Relative energy (zero: lowest compared OMol25 entry of this formula, charge and spin) (kcal per mole): 54.2
Molar mass (Da): 356.46
Frontier orbital gap (eV): 10.18
E_HOMO (eV): -9.581

The geometry in XYZ format:
```
63
Properties=species:S:1:pos:R:3:forces:R:3
C -3.016 4.211 1.032 0.3100 2.1741 0.2969
O -3.216 3.077 0.304 -0.5373 -1.6724 -0.7390
C -2.121 2.175 0.152 -0.6236 -0.6410 1.3813
C -2.668 0.734 -0.004 0.6269 0.7178 -0.4417
N -3.315 0.107 1.196 0.1227 0.4207 -2.4425
C -3.620 -1.286 0.800 -0.2111 -0.1362 0.6207
C -3.009 -2.273 1.730 0.5570 -0.1290 1.4004
O -1.658 -2.491 1.351 1.6036 -2.0172 -0.5624
C -0.913 -3.525 2.116 -1.6339 -0.0544 -0.5081
H -2.244 4.845 0.597 0.5931 -0.0183 0.0012
H -2.817 4.124 2.100 0.2234 -0.6564 0.1383
H -3.881 4.871 0.968 -0.4449 -0.3929 -0.1322
H -1.520 2.167 1.062 0.1208 0.1732 0.3115
H -1.439 2.488 -0.639 -0.2470 -0.2177 -0.4237
H -1.821 0.096 -0.255 0.2517 0.0142 0.1077
H -3.298 0.691 -0.892 -0.3948 0.0784 -0.0328
H -4.215 0.557 1.285 0.0168 0.3455 0.3447
H -3.251 -1.653 -0.158 0.0500 0.8021 -0.5040
H -4.698 -1.447 0.781 -0.0810 0.0601 0.0835
H -3.699 -3.117 1.720 0.6299 -0.7929 0.1639
H -2.864 -1.871 2.733 -1.1556 0.0166 0.3999
H -0.963 -3.319 3.185 -0.0264 0.1730 0.1585
H 0.123 -3.698 1.824 -0.1350 0.9419 -0.5086
H -1.383 -4.492 1.940 -0.3083 -0.0318 0.1112
C 2.685 -3.306 -1.590 0.6240 -0.0021 0.4096
O 1.391 -2.972 -1.966 -1.2713 1.0440 0.7681
C 0.938 -1.658 -1.506 -0.3893 -0.7308 -1.6323
C 1.264 -0.649 -2.674 -0.8572 -0.3215 2.1027
N 1.208 0.750 -2.167 -0.5880 -1.9781 0.3319
C 1.885 1.573 -3.091 0.2306 2.1835 -0.0380
C 1.495 3.051 -2.831 1.1372 1.2862 1.9673
O 0.114 3.275 -2.753 -2.0616 1.2269 -0.5859
C -0.379 4.511 -2.081 -0.3230 -1.4192 0.0364
H 2.892 -4.331 -1.899 -0.0308 0.1272 -0.2797
H 2.830 -3.284 -0.510 -0.0674 0.1222 0.2259
H 3.388 -2.610 -2.046 0.4526 -0.0777 -0.0887
H 1.292 -1.297 -0.541 0.9945 -0.3694 -0.1960
H -0.106 -1.823 -1.239 -0.3717 0.2363 -0.6740
H 0.593 -0.670 -3.533 -0.0048 -0.7771 -0.0725
H 2.260 -0.979 -2.969 0.1568 0.6315 -0.2179
H 0.229 0.997 -2.160 -0.2297 0.1761 0.1602
H 1.724 1.374 -4.151 -0.3291 -0.3679 -0.2471
H 2.925 1.329 -2.870 0.4564 0.9057 -0.4560
H 2.015 3.800 -3.428 -0.1150 -0.3123 -0.9768
H 1.776 3.408 -1.841 1.0701 -0.7423 0.5852
H -1.453 4.574 -2.262 0.0435 -0.3767 -0.4653
H -0.005 5.506 -2.323 0.8246 -0.4078 -0.6649
H -0.341 4.413 -0.996 0.6052 -0.2484 0.1393
O 2.820 -4.316 2.550 0.0870 -0.5569 -0.0113
H 2.393 -4.790 3.263 0.0358 -0.2030 0.1911
H 2.320 -3.504 2.468 0.0718 0.7144 -0.2293
O 2.692 0.642 0.541 0.2106 -0.2768 0.4564
H 3.318 1.331 0.322 0.1618 0.1966 0.1429
H 2.184 0.515 -0.261 -0.5426 0.2163 -0.8637
O 4.584 0.009 2.691 0.1818 0.1325 0.3153
H 5.424 0.185 2.267 0.2371 -0.0080 -0.0309
H 4.018 -0.299 1.983 -0.2997 -0.0904 -0.1835
O -0.936 -0.250 2.527 1.4279 0.5028 0.9925
H -1.642 0.068 1.963 -0.6563 0.0128 0.0627
H -1.012 -1.203 2.492 -0.1855 0.0524 -0.3511
O 1.775 -1.781 1.887 -0.0237 -0.6125 0.0684
H 0.965 -1.598 2.364 -0.1873 0.4296 0.1036
H 1.983 -0.958 1.443 0.2178 0.5243 -0.0190
```
Forces are in eV/Å.

- Which formula does entry 4 have?
  C12H40N2O9

- Which of these has the highest E_HOMO?
  C12H40B4CaO3

- Which of these has the highest E_HOMO?
  C12H40B4CaO3